Density functional theory data (ωB97M-V/def2-TZVPD) for 2 unconnected molecules or ions with the total composition C5H15N2O.

The relative energy (zero: lowest compared OMol25 entry of this formula, charge and spin) comes out at 117.85 kcal/mol. The frontier orbital gap comes out at 5.507 eV. The total energy is -10445.451 eV. Its lowest unoccupied orbital energy is -7.430 eV.

Geometry as ORCA input:
```
! wB97M-V def2-TZVPD RIJCOSX def2/J DEFGRID3
* xyz 1 1
N 2.46 -2.38 1.57
C -1.01 -0.21 0.75
C -1.52 0.76 1.64
O -2.46 0.38 2.59
C 0.15 0.09 -0.08
N -0.08 0.97 -1.26
C -1.14 0.45 -2.15
C 1.15 1.26 -1.94
H 3.04 -1.63 1.92
H 2.89 -3.26 1.82
H 1.56 -2.40 2.05
H -1.26 -1.26 0.91
H -1.97 1.63 1.10
H -0.66 1.21 2.15
H -2.92 -0.44 2.41
H 0.89 0.63 0.51
H 0.65 -0.81 -0.45
H -0.82 0.48 -3.19
H -2.07 1.00 -1.99
H -1.36 -0.58 -1.92
H 1.71 0.41 -2.35
H 1.85 1.80 -1.29
H 0.92 1.89 -2.81
*
```